# 1
Computed, not measured: C88H157N12O24 as an isolated structure in a non-equilibrium geometry, with ωB97M-V with the def2-TZVPD basis set.

Positions of all 281 atoms, in Å:
C1 1.67148 -3.55684 2.67735
C2 1.85186 -1.98381 2.57703
C3 1.75125 -1.45980 1.22163
C4 0.33433 -1.46927 0.69378
N1 0.07626 -1.07645 -0.78531
C5 -1.33284 -1.43700 -1.20697
C6 -2.26309 -0.27138 -0.72211
C7 -1.48714 0.90425 -1.07665
C8 0.03799 0.48439 -0.96687
C9 1.13596 -1.70882 -1.76409
C10 1.00941 -3.24492 -1.74941
C11 2.19161 -3.59472 -2.71141
H1 0.81507 -3.97740 2.15030
H2 1.53071 -3.94911 3.68452
H3 2.52885 -4.12625 2.31848
H4 2.86096 -1.86285 2.97099
H5 1.25023 -1.40403 3.27704
H6 2.42015 -2.07277 0.61751
H7 2.15440 -0.44733 1.24353
H8 -0.36191 -0.81453 1.21785
H9 -0.16665 -2.42630 0.83936
H10 -1.39968 -1.30789 -2.28722
H11 -1.76477 -2.35691 -0.81286
H12 -3.21411 -0.32555 -1.25193
H13 -2.57385 -0.21033 0.32087
H14 -1.69161 1.08329 -2.13223
H15 -1.77493 1.78771 -0.50676
H16 0.56874 0.74465 -1.88265
H17 0.61508 0.86529 -0.12425
H18 2.10622 -1.36708 -1.40365
H19 0.95903 -1.23134 -2.72784
H20 0.18752 -3.72230 -2.28297
H21 1.14969 -3.65943 -0.75111
H22 2.04995 -3.41569 -3.77723
H23 2.40397 -4.65885 -2.60824
H24 3.15201 -3.19371 -2.38752
C12 -2.64053 -1.58154 3.48399
C13 -2.19684 -2.11282 4.81624
C14 -1.41124 -1.10045 5.64682
C15 -1.16734 -1.63018 7.04704
N2 -0.09600 -0.75397 7.79281
C16 0.10327 -1.34181 9.22464
C17 -0.99451 -0.81375 10.09373
C18 -1.07485 0.63267 9.61574
C19 -0.73991 0.64535 8.11390
C20 1.22535 -0.56844 7.09999
C21 1.79369 -1.86607 6.57425
C22 3.20863 -1.91323 5.96211
H25 -1.75685 -1.23399 2.94881
H26 -3.24689 -0.68732 3.62822
H27 -3.11899 -2.25017 2.76837
H28 -1.54287 -2.98453 4.79266
H29 -3.07241 -2.48481 5.34831
H30 -2.03284 -0.20515 5.63475
H31 -0.54746 -0.99939 4.98974
H32 -0.77743 -2.64146 7.16275
H33 -2.06524 -1.48329 7.64728
H34 1.04470 -1.05387 9.69252
H35 0.18888 -2.42392 9.12556
H36 -0.72024 -0.84900 11.14807
H37 -1.92778 -1.37660 10.11095
H38 -0.26658 1.08150 10.19311
H39 -2.00257 1.18016 9.78219
H40 -0.05294 1.47158 7.93083
H41 -1.47607 1.04458 7.41621
H42 1.76214 -0.13440 7.94354
H43 1.05499 0.19410 6.33998
H44 1.14563 -2.20671 5.76674
H45 1.63402 -2.68597 7.27451
H46 3.92176 -1.23695 6.43349
H47 3.29507 -1.45345 4.97760
H48 3.60536 -2.92822 5.93968
C23 -5.05989 0.95806 2.42268
C24 -5.37076 0.56884 1.00034
C25 -6.68201 1.29661 0.46185
C26 -8.01125 0.66088 0.98220
N3 -9.28082 1.11025 0.18474
C27 -9.27595 0.50159 -1.23104
C28 -10.31367 -0.63319 -1.15601
C29 -10.74036 -0.80643 0.27622
C30 -10.55120 0.54608 0.84765
C31 -9.40014 2.67471 0.17973
C32 -9.26610 3.34348 1.51654
C33 -9.03624 4.86526 1.31819
H49 -4.00356 0.69691 2.48647
H50 -5.60992 0.38282 3.16745
H51 -5.14346 2.00630 2.70960
H52 -5.45288 -0.51723 1.04283
H53 -4.57947 1.02899 0.40854
H54 -6.61340 1.17236 -0.61887
H55 -6.61068 2.36670 0.65657
H56 -8.13777 0.82177 2.05280
H57 -7.83518 -0.40163 0.81430
H58 -9.55305 1.27679 -1.94545
H59 -8.27010 0.18735 -1.50966
H60 -11.11840 -0.31060 -1.81665
H61 -9.95568 -1.52891 -1.66358
H62 -11.74037 -1.20335 0.45091
H63 -10.15724 -1.54319 0.82871
H64 -11.34170 1.23334 0.54617
H65 -10.51425 0.46285 1.93384
H66 -10.34026 2.90830 -0.31996
H67 -8.53581 2.97306 -0.41357
H68 -8.43444 2.96536 2.11108
H69 -10.17950 3.11743 2.06672
H70 -9.84086 5.44014 0.85970
H71 -8.07006 5.07124 0.85756
H72 -9.05445 5.28265 2.32493
C34 -2.21616 -2.32712 -6.99821
C35 -1.20206 -2.86741 -5.83191
C36 -1.59486 -4.06565 -4.98325
O1 -2.48298 -3.37557 -4.08246
C37 -3.49966 -4.11905 -3.46808
N4 0.00332 -3.32307 -6.68059
H73 0.51270 -4.12900 -6.34722
H74 -0.24547 -3.69061 -7.58786
H75 0.63947 -2.54176 -6.75098
H76 -3.02897 -1.66887 -6.69136
H77 -2.47586 -3.16449 -7.64587
H78 -1.64137 -1.60578 -7.57906
H79 -0.74180 -2.10831 -5.19942
H80 -0.85802 -4.53434 -4.33096
H81 -2.01009 -4.91351 -5.52807
H82 -4.10784 -4.84633 -4.00592
H83 -4.22499 -3.30605 -3.50039
H84 -3.30357 -4.28837 -2.40932
C38 -2.19154 4.07039 1.40152
C39 -2.95778 4.99416 0.46133
C40 -4.33996 5.43745 0.90586
O2 -4.81067 6.54410 0.03453
C41 -5.40527 6.11299 -1.25719
N5 -2.12768 6.22080 0.15730
H85 -1.25081 5.86153 -0.19216
H86 -2.57887 6.87328 -0.46783
H87 -2.00007 6.72444 1.02341
H88 -1.30292 3.68749 0.89967
H89 -2.83562 3.22064 1.62781
H90 -2.01687 4.58952 2.34389
H91 -2.93418 4.52182 -0.52073
H92 -4.35273 5.53744 1.99119
H93 -5.04437 4.61270 0.79780
H94 -6.01572 5.23068 -1.06497
H95 -4.55213 5.75803 -1.83534
H96 -5.76529 6.92907 -1.88369
C42 9.23403 -7.23972 0.05925
C43 7.81651 -6.81516 -0.53066
C44 7.59969 -5.28125 -0.26127
O3 6.27889 -4.94204 -0.85982
C45 6.19450 -3.69872 -1.48814
N6 7.70222 -7.31127 -2.02644
H97 7.63043 -6.58255 -2.72209
H98 8.34169 -7.94072 -2.49009
H99 6.85532 -7.84933 -2.14202
H100 10.08496 -6.93634 -0.55065
H101 9.16983 -8.32438 0.14574
H102 9.34387 -6.80481 1.05267
H103 7.00764 -7.37669 -0.06319
H104 8.41109 -4.79228 -0.80039
H105 7.62403 -5.09567 0.81254
H106 6.92883 -3.59204 -2.28656
H107 6.20006 -2.77040 -0.91692
H108 5.23618 -3.72248 -2.00695
C46 2.93790 4.50754 8.45867
N7 3.51220 3.73650 7.35844
C47 4.80673 3.97534 7.06624
C48 5.43382 3.33877 5.96538
C49 4.76679 2.29028 5.33852
C50 3.43110 2.16611 5.60896
C51 2.80149 2.85655 6.65348
C52 5.53375 1.54232 4.27787
C53 4.93050 1.17349 3.07269
C54 5.48305 0.43672 2.08330
N8 6.78841 0.06935 2.21405
C55 7.52047 0.50828 3.28968
C56 6.95535 1.29138 4.32042
C57 7.38583 -0.83189 1.15616
H109 2.13277 3.97544 8.96534
H110 2.37859 5.38308 8.12895
H111 3.64072 4.77148 9.24892
H112 5.36884 4.69380 7.64439
H113 6.48345 3.37127 5.71313
H114 2.73317 1.56737 5.04255
H115 1.77046 2.67498 6.91882
H116 3.89399 1.32824 2.81175
H117 5.08294 -0.01092 1.18556
H118 8.56328 0.23920 3.20893
H119 7.53811 1.59361 5.17801
H120 6.98364 -1.82357 1.36329
H121 8.44445 -0.89562 1.40786
H122 7.20975 -0.43883 0.15485
C58 11.12313 -0.03138 -2.07911
N9 10.04796 -0.44416 -2.93227
C59 8.84181 -0.77318 -2.40716
C60 7.75587 -1.04415 -3.20956
C61 7.85244 -1.08066 -4.61370
C62 9.17186 -0.77390 -5.15262
C63 10.30823 -0.47932 -4.28078
C64 6.71609 -1.51002 -5.48521
C65 6.86206 -1.31570 -6.84721
C66 5.85102 -1.61548 -7.72955
N10 4.67229 -2.08708 -7.22048
C67 4.53476 -2.32176 -5.92024
C68 5.53505 -2.03841 -4.96030
C69 3.52515 -2.38575 -8.11196
H123 11.94864 0.52103 -2.52798
H124 11.43438 -0.98919 -1.66218
H125 10.72368 0.44881 -1.18582
H126 8.69458 -0.80907 -1.33785
H127 6.82417 -1.17037 -2.67815
H128 9.41344 -0.80251 -6.20487
H129 11.27410 -0.24092 -4.70109
H130 7.76656 -0.93113 -7.29488
H131 5.79788 -1.53153 -8.80496
H132 3.54298 -2.71598 -5.75482
H133 5.37713 -2.33599 -3.93419
H134 3.99506 -2.65608 -9.05758
H135 2.91570 -1.48368 -8.16612
H136 2.95585 -3.30257 -7.95885
C70 -2.53328 0.91110 -5.69310
N11 -3.11618 2.26988 -5.58452
C71 -2.48808 3.23890 -4.78196
C72 -3.06802 4.51188 -4.52672
C73 -4.22017 4.81157 -5.20672
C74 -4.75582 3.92972 -6.10405
C75 -4.28808 2.57850 -6.21621
C76 -4.95649 6.09019 -4.88503
C77 -6.28926 6.19053 -4.41665
C78 -6.76126 7.41377 -4.05956
N12 -6.09326 8.53320 -4.21568
C79 -4.84367 8.51504 -4.72410
C80 -4.25403 7.28854 -5.07013
C81 -6.74457 9.80518 -3.79297
H137 -1.45055 0.97964 -5.58780
H138 -2.67565 0.59644 -6.72694
H139 -2.96102 0.27489 -4.91825
H140 -1.63364 2.92291 -4.20188
H141 -2.53465 5.13690 -3.82582
H142 -5.68121 4.19581 -6.59319
H143 -4.65619 1.83917 -6.91213
H144 -6.92338 5.32494 -4.29392
H145 -7.73851 7.46120 -3.60225
H146 -4.30331 9.44371 -4.83355
H147 -3.25604 7.35034 -5.47830
H148 -7.81162 9.64780 -3.63571
H149 -6.41814 10.41117 -4.63815
H150 -6.26782 10.20456 -2.89781
O4 1.62886 3.35748 -1.92355
C82 0.46303 4.03819 -1.63159
O5 0.48985 5.15732 -0.95937
O6 -0.52972 3.70151 -2.22744
H151 1.26082 2.91390 -2.69127
O7 3.13418 1.02305 -2.10273
C83 4.30270 1.08394 -1.54407
O8 5.06064 0.08094 -1.51108
O9 4.53327 2.09028 -0.85712
H152 2.96925 1.93809 -1.86379
O10 0.46868 -4.94890 7.96079
C84 -0.14441 -5.48986 6.91148
O11 0.43600 -5.43513 5.79478
O12 -1.23086 -5.96621 7.16639
H153 -0.20017 -5.20548 8.59986
O13 -2.57488 -4.70152 1.99230
C85 -1.83138 -5.41495 1.10725
O14 -1.58374 -4.81083 0.03033
O15 -1.52009 -6.55386 1.21934
H154 -2.63075 -4.11949 1.23090
O16 2.58301 -0.24764 -4.51449
C86 1.50471 0.08861 -5.12591
O17 0.93414 1.08566 -4.62093
O18 1.12420 -0.45297 -6.18884
H155 2.46924 0.40177 -3.81668
O19 -1.40847 1.48560 3.02940
C87 -0.27828 1.63406 3.61668
O20 -0.32209 1.91840 4.85227
O21 0.82413 1.45498 3.03788
H156 -1.64489 1.38630 3.95452
O22 3.06390 -6.46707 -4.14680
C88 2.51312 -5.86356 -5.16173
O23 3.22486 -5.21741 -5.89004
O24 1.27303 -5.94786 -5.38275
H157 3.93311 -6.20127 -4.45574

Summary:
HOMO energy in Eh: -0.3817
2S+1: 2
Total charge: +4
Total energy in eV: -160777.133
Molar mass in g mol⁻¹: 1767.28
<S²>: 0.77

These are the Mulliken partial charges, in e, on atoms 1 to 5: C -1.563; C 0.717; C 0.950; C -0.704; N 1.085

***

# 2
Computed, not measured: C2H4N4S2 as an isolated structure in a non-equilibrium geometry, with ωB97M-V with the def2-TZVPD basis set.

Positions of all 12 atoms, in Å:
C1 1.20474 0.66940 0.13170
C2 -1.18647 -0.63587 0.00276
H1 0.11686 2.41558 0.13613
H2 -2.08723 1.11357 -0.30380
H3 -0.06528 -2.38214 0.00571
H4 2.14068 -1.25751 0.07283
N1 0.09993 1.21354 -0.43038
N2 -1.13343 0.65539 -0.27599
N3 -0.14054 -1.26145 0.44066
N4 1.03958 -0.59150 0.49975
S1 2.65336 1.52675 0.01059
S2 -2.64220 -1.46575 -0.28997

Summary:
HOMO energy in Eh: -0.3030
Total charge: 0
Total energy in eV: -29763.830
Molar mass in g mol⁻¹: 148.22
Relative energy (zero: lowest compared OMol25 entry of this formula, charge and spin) in kJ/mol: 530.7

These are the Mulliken partial charges, in e, on atoms 1 to 5: C 0.065; C 0.177; H 0.384; H 0.258; H 0.370

***

# 3
Computed, not measured: C10H3BBr4ClF4O6OsS5 as an isolated structure in a non-equilibrium geometry, with ωB97M-V with the def2-TZVPD basis set.

Positions of all 35 atoms, in Å:
Os1 -0.51057 -0.05317 0.27905
Br1 1.79146 6.43176 -0.16538
C1 1.67010 4.57235 0.09137
C2 2.74464 3.86882 0.71447
Br2 4.27820 4.80682 1.26803
C3 2.67502 2.51372 0.91839
Br3 4.03297 1.50985 1.72993
C4 1.51113 1.81467 0.53277
O1 1.37019 0.54103 0.67077
C5 0.44471 2.51578 -0.10819
O2 -0.54953 1.79258 -0.50678
C6 0.54554 3.90448 -0.32761
Br4 -0.90635 4.73427 -1.16885
O3 -0.42597 -0.77793 -1.68641
Cl1 -1.91529 -0.79666 -1.96842
O4 -2.25548 0.21538 -2.88772
O5 -2.30124 -2.08412 -2.39703
O6 -2.44593 -0.48971 -0.60592
C7 1.69869 -3.05297 -1.67552
S1 1.26653 -4.49278 -0.67192
C8 -0.45750 -4.26267 -0.40992
C9 -1.05107 -3.32703 0.35363
S2 -0.21001 -2.07211 1.26026
S3 -2.77912 -3.48436 0.53475
C10 -3.00114 -4.88644 -0.44871
S4 -4.45782 -5.60062 -0.71077
S5 -1.51776 -5.44480 -1.13435
H1 2.71552 -3.23356 -2.02266
H2 1.67213 -2.14431 -1.08038
H3 1.03183 -2.96628 -2.52919
F1 -1.60825 2.89091 1.99035
B1 -0.94161 2.08138 2.87757
F2 0.37130 2.45538 3.06558
F3 -0.86558 0.68567 2.18356
F4 -1.61977 1.83466 4.03524

Summary:
HOMO energy (spin up / spin down) in Eh: -0.2063 / -0.2066
Total charge: -1
Total energy in eV: -383586.728
Molar mass in g mol⁻¹: 1011.57
Relative energy (zero: lowest compared OMol25 entry of this formula, charge and spin) in kJ/mol: 2.0

These are the Mulliken partial charges, in e, on atoms 1 to 5: Os 2.189; Br -0.180; C 0.264; C 0.360; Br -0.172

***

# 4
Computed, not measured: a 2-piece molecular cluster, C2H2Br2O overall in a non-equilibrium geometry, with ωB97M-V with the def2-TZVPD basis set.

Positions of all 7 atoms, in Å:
O1 -0.09007 0.02739 1.85343
C1 -0.45119 0.17499 0.74884
C2 -1.19891 0.10180 -0.37509
Br1 -0.08844 -0.15380 -1.92288
H1 -2.11526 -0.52697 -0.28953
Br2 2.32194 0.70271 0.11342
H2 1.62192 -0.32612 -0.12818

Summary:
HOMO energy in Eh: -0.3388
Total charge: 0
Total energy in eV: -144236.193
Molar mass in g mol⁻¹: 201.85
SMILES: O=C=CBr.Br
Relative energy (zero: lowest compared OMol25 entry of this formula, charge and spin) in kJ/mol: 162.6

These are the Mulliken partial charges, in e, on atoms 1 to 5: O -0.315; C 0.515; C -0.391; Br -0.128; H 0.333